{
  "formula": "C18H31F3INO11S2",
  "method": "wB97M-V/def2-TZVPD",
  "elements": ["O", "C", "O", "C", "C", "S", "O", "O", "C", "C", "C", "N", "C", "C", "C", "I", "S", "O", "O", "C", "F", "F", "F", "O", "H", "H", "H", "H", "H", "H", "H", "C", "C", "O", "H", "H", "H", "H", "H", "H", "C", "C", "O", "H", "H", "H", "H", "H", "H", "C", "C", "O", "H", "H", "H", "H", "H", "H", "C", "C", "O", "H", "H", "H", "H", "H", "H"],
  "coordinates": [[-2.121, -3.314, 6.952], [-1.772, -2.721, 5.776], [-0.414, -2.177, 5.431], [-0.467, -1.601, 4.031], [1.118, -1.900, 3.568], [1.630, -1.076, 1.976], [1.724, -2.144, 0.819], [3.134, -0.648, 2.199], [-0.586, -0.002, 4.333], [0.493, 0.735, 5.387], [0.518, 2.318, 5.751], [-0.445, 3.266, 5.114], [-1.438, 2.635, 4.189], [-1.639, 1.087, 3.744], [-1.662, -2.548, 3.480], [-1.078, -4.669, 3.943], [-2.537, -2.420, 1.886], [-2.782, -1.013, 1.266], [-4.007, -2.953, 2.153], [-1.958, -3.393, 0.405], [-1.613, -4.803, 0.600], [-0.914, -2.698, -0.435], [-3.153, -3.417, -0.529], [-2.656, -2.415, 4.600], [1.388, -3.027, 3.501], [1.841, -1.471, 4.418], [0.909, 0.072, 1.627], [1.330, 0.083, 5.937], [1.305, 2.775, 6.523], [-2.204, 3.410, 3.698], [-2.491, 0.760, 3.036], [-1.334, -3.996, -3.465], [-1.882, -4.290, -4.846], [-3.089, -5.030, -4.742], [-1.147, -4.927, -2.919], [-0.401, -3.430, -3.528], [-2.056, -3.422, -2.876], [-1.167, -4.883, -5.424], [-2.084, -3.364, -5.393], [-3.720, -4.492, -4.234], [-0.568, 5.375, 0.511], [-0.495, 4.032, 1.207], [-1.787, 3.446, 1.267], [-1.251, 6.047, 1.042], [0.419, 5.843, 0.461], [-0.958, 5.264, -0.506], [-0.127, 4.150, 2.231], [0.176, 3.350, 0.676], [-2.102, 3.337, 0.353], [2.691, -3.459, -6.620], [1.765, -3.173, -5.456], [0.609, -2.487, -5.913], [2.989, -2.528, -7.113], [3.589, -3.984, -6.284], [2.187, -4.072, -7.375], [2.265, -2.543, -4.715], [1.452, -4.101, -4.966], [0.167, -3.059, -6.565], [3.700, 7.063, -2.451], [2.688, 6.075, -1.908], [1.402, 6.675, -1.859], [3.738, 7.959, -1.823], [4.698, 6.617, -2.491], [3.420, 7.391, -3.457], [2.960, 5.767, -0.894], [2.635, 5.182, -2.538], [1.167, 6.937, -2.765]],
  "energy_ha": -2979.836465,
  "e_lumo_ev": -2.433,
  "largest_force_ev_per_a": 11.4,
  "homo_lumo_gap_ev": 7.13
}